Record 1
Entry from OMol25: CHN2OS as an isolated structure (ωB97M-V with the def2-TZVPD basis set).

Kohn-Sham gap (eV): 7.5
Charge: -1
Multiplicity: 1

Each line ends with the Löwdin charge.
Cartesian coordinates (Å):
S -0.77560 -0.59342 -0.23985  0.54
O 0.30129 -3.87577 0.26555  0.03
N 0.04830 -2.22989 -1.36938  -0.15
N -2.00165 -0.96631 0.40136  -0.61
C 0.23664 -3.09948 -0.59251  -0.72
H 0.49422 -0.74474 1.02732  -0.09

Atomic forces in eV per Å
S 2.06 0.23 1.38
O 0.61 -2.71 2.22
N 0.34 1.16 -1.87
N -1.61 -0.09 0.28
C -0.59 1.21 -0.48
H -0.81 0.20 -1.54

=====

Record 2
Entry from OMol25: a 2-piece molecular cluster, C2H7O2 overall (ωB97M-V with the def2-TZVPD basis set).

Kohn-Sham gap (eV): 7.6
Charge: -1
Multiplicity: 1

Each line ends with the Löwdin charge.
Cartesian coordinates (Å):
O 2.56518 0.16935 -0.77800  -0.20
O 0.12269 -0.35173 -1.26785  -0.33
C -0.80853 0.28098 0.87167  -0.15
C -0.88257 -0.57698 -0.39826  -0.56
H -1.90040 -0.39157 -0.84488  0.07
H 2.61808 0.92151 -0.17740  -0.02
H -0.97011 -1.63913 -0.05230  0.07
H -1.71997 0.28055 1.49127  0.04
H 0.04934 -0.03224 1.49335  0.06
H 1.54894 0.00627 -0.94730  -0.03
H -0.62266 1.33299 0.60970  0.05

Atomic forces in eV per Å
O 0.05 0.19 0.08
O -0.01 0.04 -0.17
C 0.38 0.46 0.50
C -0.47 -0.01 -0.06
H 0.18 0.09 0.00
H -0.16 -0.16 -0.16
H 0.14 -0.04 0.03
H 0.08 -0.28 -0.10
H -0.28 0.05 -0.14
H 0.12 -0.15 0.17
H -0.03 -0.17 -0.15

=====

Record 3
Entry from OMol25: an isolated molecule of C6H10O (ωB97M-V with the def2-TZVPD basis set).

Kohn-Sham gap (eV): 10.3
SMILES string: C[C@H]1CC=CCO1
Multiplicity: 1

Each line ends with the Löwdin charge.
Cartesian coordinates (Å):
O -0.00422 -0.40447 -1.23812  -0.11
C 0.59900 -2.17556 0.24901  -0.04
C -0.66875 1.80081 -0.41745  -0.09
C -0.84333 0.71201 -1.44701  -0.22
C 0.10602 1.66699 0.65657  -0.10
C 0.65922 0.29222 1.03398  -0.13
C -0.00647 -0.78211 0.13397  -0.40
H -1.17673 2.74077 -0.62020  0.10
H -1.90378 0.40899 -1.53990  0.12
H -0.53626 1.13790 -2.40919  0.13
H -1.07984 -0.87473 0.40132  0.15
H 1.64427 -2.12298 -0.06132  0.08
H 0.53529 -2.50792 1.29200  0.08
H 0.40146 2.57673 1.19903  0.10
H 0.41404 0.05874 2.08633  0.12
H 0.09409 -2.93643 -0.36779  0.08
H 1.76599 0.40903 1.04877  0.12

Atomic forces in eV per Å
O 0.19 0.24 0.25
C 0.16 0.13 0.07
C 0.05 -0.11 0.10
C -0.09 0.34 -0.09
C -0.01 -0.24 -0.22
C -0.09 0.82 0.15
C -0.21 -0.45 0.03
H 0.26 0.00 -0.16
H 0.23 -0.04 0.08
H -0.16 -0.11 0.03
H 0.35 0.28 0.35
H 0.03 -0.16 0.10
H 0.17 0.06 -0.16
H -0.33 -0.64 0.19
H -0.11 0.15 -0.34
H 0.03 0.53 0.11
H -0.47 -0.78 -0.51